{"formula": "C47H51ClNO17PS", "method": "ωB97M-V/def2-TZVPD", "total_energy_ev": -118507.2393, "smiles": "CCCOc1c(C)c(S(C)(=O)=O)c(CNC)c2c1C(=O)c1c(cc(Cl)c(CC(C)C)c1P(CC)CC)C2=O.O=C1C=C(O)C(=O)C=C1O.O=C1C=C(O)C(=O)C=C1O.O=C1C=C(O)C(=O)C=C1O", "e_homo_ev": -7.82, "charge": 0, "elements": ["C", "C", "C", "O", "C", "C", "C", "C", "S", "C", "O", "O", "C", "C", "N", "C", "C", "C", "C", "O", "C", "C", "C", "C", "Cl", "C", "C", "C", "C", "C", "C", "P", "C", "C", "C", "C", "C", "O", "H", "H", "H", "H", "H", "H", "H", "H", "H", "H", "H", "H", "H", "H", "H", "H", "H", "H", "H", "H", "H", "H", "H", "H", "H", "H", "H", "H", "H", "H", "H", "H", "H", "H", "H", "H", "H", "H", "H", "O", "C", "C", "C", "O", "C", "O", "C", "C", "O", "H", "H", "H", "H", "O", "C", "C", "C", "O", "C", "O", "C", "C", "O", "H", "H", "H", "H", "O", "C", "C", "C", "O", "C", "O", "C", "C", "O", "H", "H", "H", "H"], "xyz": [[1.30156, 0.66470, -1.24919], [0.43032, 1.88744, -1.58002], [1.24338, 3.08051, -2.09116], [0.71543, 4.33920, -1.65952], [1.19579, 4.77550, -0.46464], [2.51771, 5.20327, -0.30615], [3.39303, 5.24780, -1.53445], [2.98288, 5.60685, 0.96312], [4.70285, 6.12861, 1.06327], [5.63498, 4.62588, 0.82438], [4.98973, 7.05680, 0.00136], [5.05120, 6.61024, 2.36874], [2.12073, 5.62465, 2.07659], [2.58857, 5.98926, 3.45912], [3.36208, 4.86151, 4.02728], [3.35340, 4.95904, 5.49403], [0.79331, 5.23273, 1.88224], [0.33249, 4.79410, 0.63460], [-1.09898, 4.33849, 0.52540], [-1.79217, 4.59748, -0.41184], [-1.58970, 3.58037, 1.71253], [-1.12134, 4.03397, 2.94825], [-1.49301, 3.43214, 4.13265], [-2.33625, 2.33456, 4.06987], [-2.78499, 1.64604, 5.59936], [-2.81031, 1.82326, 2.85292], [-3.71142, 0.61547, 2.84910], [-2.97335, -0.76771, 2.91359], [-3.19697, -1.46913, 4.27711], [-1.46599, -0.65017, 2.71961], [-2.45385, 2.46238, 1.63811], [-2.99313, 1.96858, -0.05308], [-3.42365, 0.18278, -0.19508], [-3.43516, -0.15969, -1.70075], [-4.49819, 2.94188, -0.47166], [-5.79711, 2.46066, 0.20337], [-0.22939, 5.22330, 2.96929], [-0.37828, 6.09550, 3.77879], [1.05170, -0.16135, -1.90656], [2.36583, 0.86831, -1.37737], [1.17131, 0.34339, -0.21855], [-0.21873, 1.57258, -2.39284], [-0.22180, 2.15706, -0.75868], [2.29072, 2.94587, -1.82789], [1.20263, 3.09731, -3.17738], [2.83148, 4.94855, -2.40864], [3.70853, 6.26666, -1.71562], [4.24588, 4.58385, -1.46326], [6.48233, 4.67246, 1.49687], [5.96677, 4.52642, -0.20031], [5.00547, 3.78845, 1.11190], [3.21833, 6.86821, 3.41880], [1.76599, 6.22714, 4.12498], [2.83365, 4.01974, 3.81273], [4.01032, 4.21538, 5.93454], [3.67920, 5.95678, 5.77120], [2.35437, 4.80764, 5.91624], [-1.11486, 3.82556, 5.06251], [-4.38648, 0.65287, 2.00621], [-4.33429, 0.67778, 3.73599], [-3.40257, -1.43899, 2.17585], [-4.11882, -1.14584, 4.75127], [-3.23189, -2.55036, 4.17245], [-2.35686, -1.20706, 4.91005], [-1.04250, -1.65158, 2.78072], [-0.99186, -0.06521, 3.50429], [-1.17140, -0.23687, 1.75622], [-2.70632, -0.44508, 0.31192], [-4.43210, 0.00239, 0.17462], [-4.10612, -1.00357, -1.84743], [-3.88797, 0.66458, -2.24818], [-2.44200, -0.36654, -2.08126], [-4.27615, 3.95290, -0.15553], [-4.59973, 2.88461, -1.55044], [-6.13782, 1.54537, -0.27256], [-5.63987, 2.30950, 1.26701], [-6.56821, 3.21874, 0.08441], [-0.03663, -0.87800, -3.63097], [-0.19337, -1.84158, -4.36151], [-1.32395, -2.74462, -4.27637], [-1.40138, -3.78769, -5.11473], [-2.40151, -4.65674, -5.10216], [-0.34129, -4.05649, -6.14947], [-0.48490, -5.03614, -6.85618], [0.77979, -3.13970, -6.24759], [0.85424, -2.09585, -5.41131], [1.84531, -1.21379, -5.43787], [-2.07803, -2.54270, -3.52852], [-2.20749, -5.30767, -5.80514], [1.52715, -3.33359, -7.00403], [1.65545, -0.56872, -4.73011], [0.08562, -2.85392, 4.96567], [0.47669, -3.16523, 6.07584], [-0.08845, -4.24464, 6.86344], [0.40222, -4.49955, 8.08409], [-0.05846, -5.46775, 8.86418], [1.52963, -3.69432, 8.67393], [1.90119, -3.98385, 9.79526], [2.10820, -2.62729, 7.87616], [1.61886, -2.37530, 6.65524], [2.09136, -1.41946, 5.86426], [-0.89881, -4.81481, 6.43187], [0.46920, -5.42824, 9.68541], [2.92659, -2.06462, 8.30222], [1.55494, -1.45564, 5.04871], [2.13447, -6.87211, -10.10193], [1.43104, -7.73240, -9.60558], [0.09874, -7.49098, -9.08239], [-0.59181, -8.50000, -8.53747], [-1.81514, -8.35988, -8.03672], [-0.02927, -9.89198, -8.44583], [-0.71869, -10.74583, -7.91939], [1.29464, -10.13986, -8.98971], [1.98479, -9.13058, -9.53683], [3.19825, -9.27579, -10.05446], [-0.29448, -6.48690, -9.14749], [-2.07284, -9.24338, -7.70973], [1.68365, -11.14652, -8.93300], [3.46208, -8.39178, -10.37524]], "atomic_forces_ev_per_a": [[0.07, 0.10, 0.15], [0.42, -0.40, -0.54], [-0.36, -0.46, -0.09], [0.44, 0.10, -0.13], [-0.44, -0.08, 0.74], [0.49, 0.08, -0.15], [-0.51, 0.10, -0.25], [-0.72, -0.21, -0.28], [0.99, 0.81, 0.38], [-0.30, -0.23, 0.01], [-0.33, -0.34, -0.46], [-0.29, -0.26, 0.24], [0.08, 0.31, -0.02], [0.34, -0.26, 0.39], [-0.46, -0.16, 0.19], [-0.02, 0.05, -0.30], [0.24, -0.01, -0.47], [0.24, 0.01, 0.00], [0.54, -0.03, 0.68], [-0.61, 0.21, -0.83], [-0.07, -0.58, 0.33], [-0.13, -0.22, -0.30], [-0.13, 0.04, -0.38], [0.24, 0.22, -0.27], [-0.07, -0.18, -0.03], [-0.19, 0.00, -0.21], [0.21, -0.26, 0.49], [-0.07, 0.21, 0.84], [0.07, 0.30, -0.37], [0.06, -0.60, -0.46], [-0.44, 0.33, 0.57], [1.58, 0.16, -0.94], [-0.79, 0.39, -0.44], [-0.49, 0.24, 0.55], [-0.57, -0.90, 1.04], [0.40, 0.43, -0.43], [0.02, -0.37, -0.38], [0.02, 0.52, 0.65], [0.05, -0.10, 0.17], [0.08, 0.06, -0.01], [-0.04, -0.09, 0.11], [-0.41, 0.16, 0.07], [0.01, 0.16, 0.15], [0.12, 0.29, 0.29], [0.00, 0.17, -0.13], [-0.17, -0.09, -0.06], [0.35, 0.06, 0.09], [0.25, 0.06, 0.04], [0.10, 0.17, 0.11], [-0.01, 0.08, -0.14], [-0.02, -0.11, 0.03], [0.15, 0.04, 0.06], [-0.33, 0.05, -0.22], [0.13, -0.06, -0.17], [0.20, 0.00, -0.01], [0.20, 0.05, 0.15], [-0.13, 0.09, 0.04], [-0.11, -0.03, 0.18], [0.05, 0.06, -0.13], [-0.20, 0.06, 0.07], [0.01, 0.16, -0.40], [-0.12, -0.01, 0.09], [0.12, -0.11, -0.05], [-0.04, -0.11, 0.43], [0.14, -0.08, 0.01], [-0.08, 0.17, 0.11], [-0.01, 0.16, -0.07], [0.05, -0.01, 0.28], [0.06, -0.32, 0.24], [0.19, -0.29, -0.15], [0.16, 0.09, -0.29], [0.11, 0.04, -0.15], [0.18, 0.25, -0.24], [0.08, 0.28, -0.17], [-0.16, -0.17, 0.17], [-0.09, -0.11, 0.14], [-0.19, -0.03, -0.02], [0.04, 0.01, -0.25], [-0.36, -0.14, 0.14], [0.03, 0.13, 0.11], [-0.20, 0.06, 0.21], [0.12, -0.03, -0.10], [0.34, 0.18, -0.13], [-0.16, -0.09, 0.00], [-0.03, -0.15, -0.10], [0.20, -0.05, -0.20], [-0.11, 0.01, 0.11], [-0.01, -0.02, -0.01], [0.01, -0.02, -0.02], [0.02, 0.02, 0.01], [-0.01, 0.02, 0.03], [0.11, 0.12, -0.08], [-0.24, -0.30, 0.11], [-0.05, 0.05, -0.16], [-0.22, -0.15, -0.13], [0.11, 0.09, 0.06], [0.25, 0.31, -0.09], [-0.10, -0.15, 0.04], [0.05, -0.05, 0.15], [0.22, 0.16, 0.13], [-0.11, -0.07, -0.05], [-0.01, -0.01, 0.03], [0.02, 0.01, 0.03], [0.00, 0.02, -0.02], [-0.03, 0.00, -0.02], [0.15, -0.10, -0.06], [-0.34, 0.19, 0.10], [0.06, 0.15, -0.11], [-0.07, 0.27, -0.03], [0.05, -0.12, 0.03], [0.33, -0.21, -0.10], [-0.16, 0.09, 0.04], [-0.10, -0.11, 0.07], [0.10, -0.28, 0.02], [-0.05, 0.13, 0.00], [0.00, 0.00, 0.06], [0.00, -0.04, 0.01], [0.02, 0.01, -0.01], [0.00, 0.04, 0.00]]}